# 1
This record from OMol25 describes a cluster of 2 separate species, C4H11NO2 in total. The level of theory is wB97M-V/def2-TZVPD.

Output
SMILES = CC(N)=O.CCO
HOMO energy = -9.8 eV
ΔE to the lowest compared entry with this formula, charge and spin = 84.1 kJ/mol
Net charge = 0
E_LUMO = 0.73 eV
Orbital gap = 10.58 eV
DFT total energy = -9911.370 eV

Element x y z (Å)
1 C 1.818 0.777 2.063
2 C 0.685 -0.089 2.555
3 O -0.042 0.179 3.482
4 N 0.484 -1.205 1.776
5 H 2.198 0.521 1.074
6 H 2.622 0.752 2.794
7 H -0.273 -1.839 1.977
8 H 1.249 -1.497 1.197
9 H 1.452 1.790 2.050
10 C -1.502 -0.344 -2.135
11 C -0.873 0.975 -1.781
12 O -0.549 -1.172 -2.770
13 H -1.864 -0.821 -1.233
14 H -2.445 -0.311 -2.688
15 H 0.057 1.229 -2.280
16 H -0.972 -1.781 -3.385
17 H -0.594 0.948 -0.736
18 H -1.452 1.887 -1.959

Mulliken atomic charge list, values in e, 8 entries: atom 1 (C): -0.9304, atom 2 (C): 0.6497, atom 3 (O): -0.6093, atom 4 (N): -0.3904, atom 5 (H): 0.3192, atom 6 (H): 0.3029, atom 7 (H): 0.2141, atom 8 (H): 0.1975

# 2
This record from OMol25 describes a cluster of 9 separate species, C27H48F2O27 in total. The level of theory is wB97M-V/def2-TZVPD.

Output
SMILES = O=C1OC[C@@H](F)O1.O=C1OC[C@@H](F)O1.COC(=O)OC.COC(=O)OC.COC(=O)OC.COC(=O)OC.COC(=O)OC.COC(=O)OC.COC(=O)OC
HOMO energy = -10.8 eV
ΔE to the lowest compared entry with this formula, charge and spin = 25.2 kJ/mol
Net charge = 0
E_LUMO = 0.35 eV
Orbital gap = 11.15 eV
DFT total energy = -89493.098 eV

Element x y z (Å)
1 C 6.049 13.619 -19.557
2 C 7.252 13.410 -18.620
3 O 8.157 14.410 -18.966
4 C 7.519 15.383 -19.648
5 O 8.014 16.415 -19.963
6 O 6.253 15.010 -19.920
7 F 7.854 12.214 -18.853
8 H 5.100 13.398 -19.078
9 H 6.128 12.977 -20.436
10 H 6.949 13.594 -17.584
11 C 20.021 14.283 -19.497
12 C 20.683 15.391 -18.690
13 O 19.596 16.086 -18.120
14 C 18.600 15.967 -19.022
15 O 17.602 16.625 -18.983
16 O 18.921 15.087 -19.964
17 F 21.386 16.214 -19.524
18 H 19.715 13.385 -18.963
19 H 20.555 14.007 -20.403
20 H 21.386 14.998 -17.955
21 C 9.136 7.687 -13.303
22 O 9.606 8.827 -14.034
23 C 9.751 8.623 -15.351
24 O 9.581 7.610 -15.951
25 O 10.059 9.767 -15.992
26 C 10.704 10.836 -15.289
27 H 9.865 6.887 -13.376
28 H 8.152 7.330 -13.615
29 H 8.940 8.070 -12.305
30 H 9.987 11.187 -14.539
31 H 10.834 11.696 -15.921
32 H 11.591 10.475 -14.780
33 C 13.531 15.488 -27.460
34 O 13.737 15.020 -26.149
35 C 14.825 14.267 -25.891
36 O 15.642 13.931 -26.699
37 O 14.928 13.970 -24.608
38 C 14.006 14.466 -23.634
39 H 13.467 16.576 -27.426
40 H 12.628 15.073 -27.908
41 H 14.359 15.244 -28.127
42 H 12.997 14.192 -23.940
43 H 14.010 15.552 -23.536
44 H 14.161 14.064 -22.638
45 C 14.285 12.902 -15.836
46 O 13.458 12.550 -14.746
47 C 13.356 13.412 -13.754
48 O 13.944 14.438 -13.612
49 O 12.379 12.960 -12.949
50 C 11.741 13.960 -12.175
51 H 13.926 13.796 -16.350
52 H 14.396 12.056 -16.506
53 H 15.298 13.177 -15.522
54 H 10.965 13.469 -11.589
55 H 11.219 14.694 -12.791
56 H 12.394 14.470 -11.469
57 C 18.089 13.474 -16.621
58 O 17.816 12.264 -17.325
59 C 18.588 11.211 -17.090
60 O 19.624 11.214 -16.480
61 O 18.052 10.173 -17.713
62 C 18.692 8.920 -17.691
63 H 19.086 13.781 -16.957
64 H 18.076 13.576 -15.542
65 H 17.530 14.229 -17.173
66 H 19.236 8.861 -18.636
67 H 17.975 8.106 -17.614
68 H 19.401 8.790 -16.871
69 C 9.170 11.329 -22.000
70 O 8.633 10.803 -23.192
71 C 7.278 10.714 -23.194
72 O 6.520 10.847 -22.284
73 O 6.988 10.408 -24.456
74 C 5.605 10.333 -24.832
75 H 9.082 10.706 -21.097
76 H 8.568 12.185 -21.683
77 H 10.237 11.537 -21.971
78 H 5.124 9.604 -24.175
79 H 5.638 10.042 -25.873
80 H 5.054 11.246 -24.605
81 C 15.547 14.057 -19.903
82 O 14.551 13.479 -19.075
83 C 13.306 13.505 -19.524
84 O 12.980 13.857 -20.632
85 O 12.517 12.898 -18.660
86 C 11.147 13.252 -18.628
87 H 15.677 13.487 -20.828
88 H 16.465 14.007 -19.330
89 H 15.260 15.064 -20.206
90 H 10.617 12.699 -19.412
91 H 10.915 14.285 -18.885
92 H 10.672 12.929 -17.717
93 C 17.519 12.240 -23.368
94 O 18.856 11.708 -23.365
95 C 19.334 11.230 -22.217
96 O 18.974 11.532 -21.100
97 O 20.298 10.373 -22.501
98 C 20.800 9.557 -21.459
99 H 17.062 12.144 -24.353
100 H 17.691 13.275 -23.084
101 H 16.732 11.736 -22.803
102 H 19.994 8.966 -21.022
103 H 21.345 10.083 -20.677
104 H 21.466 8.829 -21.918

Mulliken atomic charge list, values in e, 8 entries: atom 1 (C): -0.1596, atom 2 (C): 0.2356, atom 3 (O): -0.1929, atom 4 (C): 0.6007, atom 5 (O): -0.5150, atom 6 (O): -0.3580, atom 7 (F): -0.2466, atom 8 (H): 0.3007

# 3
This record from OMol25 describes the ion C4H12NO with charge +1. The level of theory is wB97M-V/def2-TZVPD.

Output
SMILES = CC(C)[NH2+]CO
HOMO energy = -15.9 eV
ΔE to the lowest compared entry with this formula, charge and spin = 181.1 kJ/mol
Net charge = +1
E_LUMO = -3.36 eV
Orbital gap = 12.53 eV
DFT total energy = -7872.414 eV

Element x y z (Å)
1 C -1.093 1.036 -0.410
2 C -1.736 -1.157 0.650
3 C 1.818 0.581 -0.512
4 C -0.708 -0.345 -0.163
5 N 0.693 -0.422 0.441
6 O 2.952 0.634 0.287
7 H -0.744 1.745 0.300
8 H -0.712 1.351 -1.357
9 H -2.109 1.246 -0.499
10 H -1.950 -0.776 1.642
11 H -1.677 -2.275 0.696
12 H -2.627 -1.035 0.124
13 H 1.889 0.164 -1.498
14 H 1.265 1.566 -0.474
15 H -0.550 -0.747 -1.150
16 H 0.983 -1.426 0.406
17 H 0.758 0.015 1.442
18 H 3.551 -0.153 0.075

Mulliken atomic charge list, values in e, 8 entries: atom 1 (C): -1.7251, atom 2 (C): -1.4355, atom 3 (C): -0.2767, atom 4 (C): 0.7172, atom 5 (N): -0.3486, atom 6 (O): -0.4703, atom 7 (H): 0.3983, atom 8 (H): 0.4545